11
Properties=species:S:1:pos:R:3:forces:R:3:nbo_charge:R:1 method="wB97M-V/def2-TZVPD" de_lowest_kj_mol=774.5 charge=0 multiplicity=1
H -1.13424 -1.99777 -0.19039 -0.22 0.01 0.37 0.214
H 0.18259 -0.53275 1.33699 0.44 -0.11 -0.02 0.180
O 0.27308 1.61382 0.64399 -0.12 2.11 1.14 -0.232
H 0.53722 -2.54633 0.14717 -0.48 0.13 -0.41 0.221
C -0.08656 -1.78059 -0.35555 -0.01 -0.55 -0.05 -0.627
O -1.19720 3.93412 -0.01904 6.23 -4.58 -0.62 -0.163
H 0.04802 -1.85967 -1.42735 0.36 0.17 -0.22 0.214
N -0.17216 3.31659 -0.20926 -5.53 3.94 0.48 0.401
H 1.43748 -0.33842 0.01287 0.01 -0.26 0.54 0.179
C 0.38016 -0.50239 0.26020 0.43 0.63 -0.13 -0.086
O -0.26837 0.69339 -0.19963 -1.11 -1.49 -1.08 -0.301



25
Properties=species:S:1:pos:R:3:forces:R:3:nbo_charge:R:1 method="wB97M-V/def2-TZVPD" de_lowest_kj_mol=0.0 charge=-1 multiplicity=1
O -1.37618 -0.89928 -0.06299 -0.01 0.15 0.02 -0.564
H -0.68475 -1.40563 -1.93615 -0.04 0.08 0.01 0.169
H -2.18198 0.18548 -3.11482 -0.01 0.02 0.08 0.191
C -2.03758 0.27876 -2.03321 -0.04 -0.10 0.04 -0.625
C 0.45639 -0.85571 1.60426 -0.05 -0.07 0.10 -0.473
H -1.27848 1.03797 -1.83759 0.00 -0.07 -0.01 0.230
H 0.47029 2.55472 0.91086 -0.01 -0.11 0.04 0.167
C -0.28243 -1.62691 0.48691 0.09 -0.06 -0.01 -0.053
H 1.59853 1.90771 -0.99779 0.05 0.02 0.10 0.111
H -2.97960 0.60542 -1.58366 0.07 -0.02 -0.02 0.197
N 2.87533 0.46404 0.00384 -0.09 0.08 -0.05 -1.150
H 0.83728 0.36252 -0.68275 -0.15 0.08 -0.11 0.094
C -1.60035 -1.05427 -1.44305 -0.02 -0.03 0.03 -0.047
C 0.98781 1.59575 1.06511 0.02 0.00 -0.02 -0.415
H -2.38122 -1.81639 -1.61094 0.10 0.03 -0.04 0.141
H 0.12003 0.83496 2.88673 -0.06 0.00 -0.07 0.179
H 1.85992 1.78908 1.69984 -0.03 0.07 -0.09 0.205
C 0.05354 0.61786 1.81263 0.14 -0.03 -0.03 -0.391
H -0.67565 -2.58024 0.87466 0.09 0.04 -0.02 0.143
H 3.32903 0.29804 -0.89752 -0.04 -0.06 0.03 0.276
H 1.52747 -0.84562 1.35378 -0.08 -0.10 -0.02 0.284
C 1.59006 1.06867 -0.26091 0.09 -0.12 0.13 -0.210
H -0.99253 0.77085 1.53404 0.08 -0.03 -0.06 0.195
H 0.33172 -1.41860 2.53779 -0.06 0.13 -0.04 0.175
H 0.43334 -1.86916 -0.30906 -0.05 0.10 0.02 0.172



144
Properties=species:S:1:pos:R:3:forces:R:3:mulliken_charge:R:1 method="wB97M-V/def2-TZVPD" charge=+1 multiplicity=1
H -6.52143 2.80632 -1.68204 -0.03 -0.05 -0.08 0.270
P -2.48397 1.29999 -0.95273 0.13 0.45 -0.36 -1.199
C 1.49949 -0.42931 3.75284 0.05 -0.05 -0.02 -0.163
H -5.57560 2.75075 1.98052 0.00 -0.08 0.06 0.259
O 0.72544 -2.27826 1.44513 -0.30 0.17 0.39 -0.135
C -6.01516 2.49479 1.01496 0.02 -0.02 -0.06 -0.752
C 1.30484 0.38534 -3.23495 -0.20 0.11 -0.08 -0.649
H 5.36313 3.69015 2.04945 -0.03 0.12 0.04 0.346
C 6.22166 0.37234 -0.83972 0.03 -0.01 -0.05 -1.349
H -3.47818 2.85713 0.49917 0.08 -0.06 -0.10 0.723
C -6.25618 3.78647 0.21218 -0.09 -0.04 -0.10 -0.742
C -1.13059 2.50260 -1.34282 -0.56 -0.41 0.12 2.398
C -0.09851 -5.14905 1.00060 -0.36 -0.01 0.29 -0.830
H -4.79334 -2.76502 -2.39057 0.09 -0.05 -0.02 0.581
H -3.84225 4.18876 -1.35354 0.10 0.05 -0.09 0.137
C -1.23226 3.32628 -2.63746 -0.14 0.25 -0.12 -0.492
H -5.66760 1.01677 -0.50654 0.06 -0.10 -0.04 0.425
H 5.13477 -1.45601 -0.64720 -0.02 -0.15 -0.03 0.776
C -2.33662 -2.59329 1.75997 -0.31 -0.11 0.36 0.679
H -0.81641 2.77309 0.76229 -0.06 0.07 0.08 -0.624
C 7.48417 2.51769 -0.97403 -0.01 -0.03 0.07 -1.928
C -4.30288 -1.89787 -2.83399 -0.16 0.14 0.09 -0.821
H 1.42516 -3.02613 -4.57024 -0.01 0.03 0.00 0.252
O -4.09643 -1.98225 5.98480 0.04 -0.06 -0.01 -0.613
C -5.31531 -1.09235 -3.65987 0.04 0.02 -0.01 -1.052
H -0.48926 2.96740 -3.35216 -0.04 -0.08 -0.10 0.349
H 7.81723 2.06937 -1.90715 0.06 0.04 -0.03 0.395
N -2.48596 -0.23040 4.53542 -0.09 -0.34 -0.10 0.019
O 2.36218 1.72514 1.00273 0.02 -0.06 0.12 -0.814
Al -0.61357 -0.72863 0.78081 -0.70 -0.05 0.22 1.066
H 1.15042 -1.41994 5.61808 -0.10 -0.01 0.06 0.591
H -4.72581 0.75829 0.96774 -0.05 -0.11 -0.07 -0.122
H -5.35665 -1.49529 -4.67299 -0.07 0.02 -0.02 0.387
H 1.28631 -4.58806 -3.74920 0.05 -0.03 0.01 0.371
H 3.82815 -1.61073 -2.30238 0.12 0.01 0.00 0.169
H -3.15338 1.60631 -3.87974 0.04 -0.06 -0.09 0.468
C -5.90414 3.59880 -1.25780 0.05 0.14 0.14 -0.995
C 4.73771 -0.14070 0.97499 0.07 0.03 -0.02 0.618
P 1.65043 -3.13454 0.68818 1.06 -0.88 -0.40 -1.527
H 3.21216 -0.49964 6.65097 0.08 -0.04 0.12 0.416
C 4.19194 -3.98284 0.69821 0.17 -0.02 -0.19 -1.243
C 1.59288 -5.48230 -0.69876 0.10 -0.01 -0.17 -1.008
C 3.84017 0.46095 4.85418 0.02 0.01 -0.07 -0.629
H 6.68764 0.08236 -1.77251 0.05 0.02 -0.05 0.342
H -2.21124 3.22653 -3.10424 0.06 -0.04 -0.08 0.014
H 4.76603 0.81404 5.28515 0.14 0.01 0.00 0.469
H -0.94662 -5.43798 0.37911 -0.04 0.04 0.01 0.326
H 1.15634 4.65250 -2.27904 0.10 0.06 -0.04 0.363
H 2.49690 -3.41086 -3.21425 0.14 -0.13 -0.08 0.323
H -6.31421 -1.19418 -3.23225 -0.01 -0.06 -0.03 0.336
H -7.29821 4.09340 0.30212 0.04 0.08 0.08 0.474
N 0.93165 -4.54164 0.17958 0.49 0.79 0.49 0.989
H -2.99597 -0.03413 -4.46675 0.07 0.03 -0.02 0.536
H -1.46707 -2.70179 -2.23628 -0.17 -0.04 -0.03 -0.109
H -1.83495 -0.30473 -2.51604 -0.03 0.04 0.11 -0.606
O 2.13573 -2.44372 -0.71109 -0.09 0.03 0.08 0.908
H 6.74444 3.97070 0.99090 0.04 0.04 -0.03 0.475
C 5.03887 1.08597 1.55718 0.39 -0.20 -0.34 -0.945
H 1.21359 3.54700 -0.26499 0.00 0.00 0.10 -0.177
C 1.81625 0.84619 1.63756 -0.23 0.11 -0.35 0.958
O 0.67853 0.31729 1.23896 0.70 0.82 0.18 -0.592
H -6.96404 1.99536 1.21638 0.03 -0.02 0.04 0.524
N 4.54074 1.43488 2.80787 0.25 0.61 0.17 0.098
C 1.80922 -0.77795 5.05208 -0.13 0.00 0.02 -0.588
O -3.98515 -3.54776 4.40226 -0.12 -0.30 -0.10 -0.565
C 2.97560 -0.28604 5.62092 -0.11 0.04 -0.07 -1.151
H 0.25266 0.37745 -2.95794 -0.04 0.21 -0.11 -0.223
C 0.34695 5.00086 -1.63613 -0.16 0.11 -0.02 -1.007
H -5.34657 0.85484 -4.60327 -0.04 0.07 0.08 0.646
H 7.00794 3.47133 -1.19919 0.07 0.10 -0.05 0.383
C 2.33155 0.36288 2.96415 0.15 -0.09 0.12 0.564
H 0.27333 -6.03899 1.51601 0.08 0.01 -0.01 0.282
H 4.16077 -5.05544 0.90665 0.03 -0.06 0.00 0.250
C 3.21925 -3.40402 2.83824 -0.17 0.08 0.40 -0.840
C -4.41762 3.26509 -1.41276 -0.15 0.14 -0.13 -0.694
C 3.57524 0.75202 3.50807 -0.41 -0.14 0.21 0.027
N 2.00719 -0.61199 -2.45413 -0.54 -0.84 0.42 0.946
C -0.91846 3.40294 -0.12216 0.30 -0.09 0.18 -0.740
H 0.45288 4.91518 0.53101 0.05 -0.05 0.05 0.699
H 0.59279 -0.78651 3.30060 -0.02 -0.05 0.12 0.074
C -1.69892 0.34741 3.60586 0.07 0.16 -0.05 -0.315
C 3.37484 -0.81334 -2.88029 0.29 -0.07 0.00 -1.044
H -3.50701 -2.27042 -3.48021 0.06 -0.06 -0.02 0.054
O -1.72224 -2.21794 0.70372 -0.13 -0.31 -0.26 -0.496
H -6.12474 4.51085 -1.81468 -0.03 -0.07 -0.06 0.576
H 5.16274 -3.59354 1.00839 -0.01 0.01 0.00 0.419
H 1.72987 1.36871 -3.02158 -0.09 0.03 -0.03 0.381
O -1.93077 0.45077 0.17852 0.09 -0.18 0.25 -0.259
H 5.20217 1.94068 3.38285 -0.17 -0.15 -0.05 0.451
O -2.92972 -3.65369 1.93149 -0.08 -0.18 -0.12 -0.928
H -1.08839 -4.16884 -3.15430 -0.06 0.01 0.01 0.456
C 0.35836 4.22250 -0.30606 -0.02 0.00 0.00 -0.321
C -3.92431 2.29173 -0.32948 0.46 -0.47 -0.28 1.253
C -4.94125 0.39499 -3.70051 0.07 -0.08 -0.19 -0.370
H -5.38657 0.90457 -2.84577 -0.06 0.13 0.04 -0.269
C 1.48600 -3.52671 -3.59836 0.13 -0.05 -0.10 -1.141
N 0.53957 -2.99043 -2.64016 0.26 0.95 0.40 1.228
C 5.94751 1.96080 0.94489 -0.19 0.00 0.15 1.110
C -1.06981 1.68008 3.71020 0.08 0.07 0.10 -0.621
C 6.27376 3.24833 1.64891 -0.03 -0.10 -0.14 -1.879
H -0.93070 5.33545 -3.33993 -0.08 0.03 0.01 0.588
H 1.39630 0.17991 -4.30766 -0.03 0.04 0.04 0.385
H 4.21056 -3.09109 3.17052 -0.04 0.05 0.01 0.337
C -2.29018 -1.58170 2.83620 -0.43 -0.11 0.78 -0.808
C 6.52854 1.60246 -0.26967 -0.09 -0.15 -0.08 1.409
H 3.93675 0.10501 -2.70174 0.05 -0.08 0.01 0.483
H -5.64485 4.59783 0.61087 0.00 0.08 0.05 0.326
H -0.60603 1.90915 2.75542 0.03 0.06 0.02 -0.359
H -2.76989 0.11197 5.44503 0.07 0.08 -0.11 0.316
H -0.29733 1.67419 4.47800 0.06 0.06 0.05 0.347
H -4.51989 -0.60681 -1.14858 -0.05 -0.03 0.10 0.460
H -3.62768 -3.69952 3.47918 0.04 0.27 0.17 0.392
H 8.35458 2.70915 -0.34894 0.12 0.11 -0.04 0.373
C -5.09266 1.51673 0.27295 0.01 -0.07 0.28 -0.883
H -3.09832 -1.62669 -1.05009 -0.08 0.03 0.05 -0.904
H 0.50563 6.06587 -1.45709 0.10 -0.05 -0.05 0.430
H 2.01147 -6.32886 -0.14591 0.03 0.05 0.02 0.306
H 0.86902 -5.87618 -1.41394 -0.02 0.01 -0.06 0.313
H 6.96015 3.06860 2.48137 0.04 0.07 0.07 0.354
N 3.14819 -3.26064 1.39777 -0.88 0.01 -0.37 1.005
H -1.80224 2.44622 3.95522 -0.06 0.06 0.02 0.494
O -0.04603 -1.10197 -0.96125 -0.26 -0.04 -0.28 -1.116
H 4.08581 -3.82044 -0.36976 0.17 -0.06 -0.12 0.251
H -4.26416 2.84311 -2.40436 0.06 0.05 -0.13 0.040
H 2.38802 -4.98637 -1.24400 0.09 -0.07 -0.17 0.281
H -1.78538 5.24846 -1.80883 -0.10 0.06 -0.04 0.188
H -0.25708 1.84034 -1.37117 -0.03 -0.02 -0.04 -0.324
H -1.76309 4.07805 0.02390 -0.09 -0.06 0.03 0.647
C -0.96892 4.81128 -2.38371 0.24 -0.05 -0.15 -1.145
C -3.70287 -1.02948 -1.73148 0.15 -0.34 0.05 0.376
H 4.04954 -0.82064 1.45480 -0.02 -0.08 0.04 0.095
C -2.87077 -1.46508 4.07411 0.06 -0.36 -0.39 0.879
N -1.56739 -0.46589 2.57629 0.19 -0.03 0.07 0.654
C -2.83926 0.09506 -2.33003 0.07 0.51 0.38 1.994
C 5.34210 -0.49069 -0.21374 -0.04 -0.01 0.09 -0.805
C -3.71333 -2.36589 4.90754 0.07 0.31 -0.13 0.427
C -0.84964 -3.11098 -3.03036 -0.18 0.02 0.13 -0.649
P 1.08606 -1.74304 -1.68174 0.56 -0.19 -1.10 -1.128
H -1.05613 -2.59639 -3.97724 -0.02 0.00 0.05 0.323
C -3.42503 0.57312 -3.66536 -0.18 0.27 -0.05 -0.975
H -0.44439 -4.43331 1.73843 -0.12 -0.08 0.01 0.050
H 3.05639 -4.43637 3.16293 0.03 -0.05 0.01 0.301
H 3.42884 -1.06566 -3.94465 -0.02 0.01 0.00 0.226
H 2.47543 -2.75795 3.29819 0.06 -0.03 0.11 -0.010



Number 1: total energy -359.41433 Eh. Number 2: total energy -406.23315 Eh. Number 3: total energy -4239.16638 Eh.